55
Properties=species:S:1:pos:R:3:forces:R:3 method="wB97M-V/def2-TZVPD" charge=0 energy_ha=-1741.86364
C -4.243 0.466 1.924 -5.1 3.2 -6.1
H -5.191 1.063 1.679 0.4 -0.7 1.6
H -3.840 0.619 2.786 1.8 0.7 5.6
H -4.530 -0.496 1.667 0.1 -2.0 -0.3
C -3.421 1.145 0.888 1.7 -10.1 1.6
N -2.050 0.293 1.177 -0.6 -1.1 -2.2
C -1.101 0.354 2.213 -2.9 5.0 -2.7
N -0.061 -0.288 1.882 3.3 -3.3 1.2
C -0.366 -1.029 0.841 0.0 -3.1 -1.2
C -1.623 -0.747 0.277 5.9 5.2 10.8
C -1.947 -1.265 -0.833 -12.6 0.9 -8.8
O -3.117 -0.856 -1.391 2.8 0.1 1.4
N -1.539 -2.321 -1.378 9.4 -2.7 4.0
C -0.004 -2.789 -0.856 -9.9 11.5 9.0
O 0.484 -3.532 -1.450 7.7 -10.6 -8.1
N 0.370 -2.220 0.423 -8.2 2.7 -4.6
C 1.522 -2.584 0.854 10.9 -0.2 3.1
H 2.352 -1.763 0.651 -1.3 -1.0 0.2
H 2.051 -3.411 0.256 -1.5 0.6 1.3
H 1.668 -2.629 1.990 -0.7 -0.7 -1.4
C -1.824 -2.992 -2.509 8.6 -9.1 3.0
H -0.890 -3.120 -3.118 -1.2 0.6 -0.1
H -2.579 -2.624 -2.841 -9.1 3.7 -5.0
H -1.897 -4.226 -2.107 -0.5 3.2 -1.5
S -0.977 2.006 3.063 -6.1 -5.8 5.4
C 0.063 2.940 2.283 -3.0 6.3 -2.5
C 0.846 2.163 1.559 9.5 -4.2 -7.6
N 0.806 1.980 0.222 -6.3 4.5 4.1
C 1.493 1.053 -0.237 -3.6 -0.9 -10.7
N 1.134 0.673 -1.595 0.7 1.0 1.3
C 0.085 1.410 -2.300 -2.7 -0.7 2.3
H -0.871 1.522 -1.542 2.4 -0.5 -1.7
C -0.376 0.482 -3.468 -6.0 1.0 4.7
C 0.565 0.463 -4.469 4.7 -12.7 2.2
C 2.015 0.497 -3.794 5.3 0.4 -2.1
C 2.219 -0.076 -2.474 -5.2 -0.6 3.1
H 1.597 -0.972 -2.552 1.0 -1.2 0.1
H 3.096 -0.290 -1.825 -0.3 0.8 -1.3
H 2.484 1.533 -3.758 -1.1 -0.7 -0.3
H 2.949 -0.059 -4.301 -2.4 0.9 -0.3
H 0.553 -0.637 -5.069 -0.1 3.3 0.9
H 0.737 1.204 -4.953 0.4 8.8 -6.9
H -1.365 0.931 -3.768 0.8 -0.4 -0.2
H -0.770 -0.532 -3.021 1.4 1.8 -0.8
H 0.266 2.502 -2.523 0.3 -1.1 -0.4
N 2.547 0.517 0.027 7.1 -2.6 7.9
C 2.812 0.916 1.351 1.9 0.1 -1.4
N 2.007 1.695 2.055 0.4 -0.5 2.7
N 4.124 0.704 1.839 -2.1 1.3 1.5
H 4.679 -0.061 1.592 0.4 -1.3 -1.3
H 4.246 0.841 2.849 -0.5 0.3 -0.7
H -0.545 3.658 1.691 0.8 -0.3 -0.4
H 0.567 3.517 2.939 1.9 1.6 2.4
H -3.603 0.818 -0.070 -0.7 0.1 -2.4
H -3.026 1.954 1.124 2.2 8.2 1.6

95
Properties=species:S:1:pos:R:3:forces:R:3 method="wB97M-V/def2-TZVPD" charge=+2 energy_ha=-3067.25275
Ta 0.169 -0.924 -0.398 -0.1 -0.2 0.6
O 0.973 -1.811 1.118 0.3 -0.6 0.0
C 0.730 -2.376 2.303 -0.1 0.1 0.0
C 1.758 -2.518 3.230 0.0 0.0 0.0
C 1.483 -3.100 4.455 0.0 0.0 0.0
C 0.203 -3.566 4.767 0.0 0.0 0.0
C -0.804 -3.457 3.836 0.0 0.0 0.0
C -0.555 -2.846 2.597 0.1 0.0 0.1
C -1.554 -2.855 1.570 0.0 0.0 -0.1
N -1.491 -2.248 0.436 -0.2 -0.1 0.0
C -2.413 -2.728 -0.594 0.1 0.0 0.0
C -1.493 -3.542 -1.481 0.0 0.0 0.0
N -0.358 -2.658 -1.836 0.1 0.0 0.0
C 0.123 -2.879 -3.020 0.0 -0.1 0.0
C 1.092 -2.116 -3.732 0.0 0.1 0.0
C 1.596 -2.580 -4.958 0.0 0.0 0.0
C 2.464 -1.800 -5.684 0.0 0.0 0.0
C 2.813 -0.536 -5.202 0.0 0.0 0.0
C 2.313 -0.049 -4.009 0.0 0.0 0.0
C 1.446 -0.844 -3.264 0.1 -0.2 0.0
O 0.928 -0.434 -2.115 -0.1 0.6 -0.5
H 2.750 -2.165 2.980 0.0 0.0 0.0
H 2.278 -3.206 5.181 0.0 0.0 0.0
H 0.014 -4.029 5.725 0.0 0.0 0.0
H -1.792 -3.847 4.049 0.0 0.0 0.0
H -2.419 -3.495 1.755 0.0 0.0 0.0
H -3.216 -3.329 -0.168 0.0 0.0 0.0
H -2.837 -1.885 -1.135 0.0 0.0 0.0
H -1.121 -4.403 -0.920 0.0 0.0 0.0
H -1.994 -3.897 -2.380 0.0 0.0 0.0
H -0.277 -3.734 -3.567 0.0 0.0 0.0
H 1.295 -3.554 -5.324 0.0 0.0 0.0
H 2.862 -2.151 -6.625 0.0 0.0 0.0
H 3.487 0.082 -5.781 0.0 0.0 0.0
H 2.588 0.932 -3.649 0.0 0.0 0.0
N 2.999 1.077 -0.832 0.0 -0.1 0.0
P 1.592 1.293 0.088 0.0 0.1 0.0
C 2.160 1.756 1.744 0.0 0.1 0.0
C 2.002 0.928 2.850 0.0 0.0 0.0
C 2.531 1.296 4.080 0.0 0.0 0.0
C 3.220 2.492 4.211 0.0 0.0 0.0
C 3.390 3.321 3.109 0.0 0.0 0.0
C 2.865 2.955 1.881 0.0 0.0 0.0
C 0.851 2.784 -0.605 -0.1 0.0 0.0
C 0.252 3.721 0.236 0.0 0.0 0.0
C -0.411 4.815 -0.301 0.0 0.0 0.0
C -0.477 4.981 -1.678 0.0 0.0 0.0
C 0.121 4.055 -2.520 0.1 0.1 0.0
C 0.776 2.954 -1.988 0.0 0.0 0.0
C 3.544 -0.195 -0.946 0.0 0.0 0.0
C 4.834 -0.399 -1.435 0.0 0.0 0.0
C 5.293 -1.692 -1.555 0.0 0.0 0.0
C 4.473 -2.753 -1.174 0.0 0.0 0.0
C 3.223 -2.458 -0.681 0.1 0.0 0.0
N 2.757 -1.205 -0.573 -0.1 -0.1 -0.2
H 3.622 1.856 -0.992 0.0 0.0 0.0
H 1.474 -0.008 2.754 0.0 0.0 0.0
H 2.406 0.643 4.934 0.0 0.0 0.0
H 3.631 2.778 5.170 0.0 0.0 0.0
H 3.931 4.253 3.208 0.0 0.0 0.0
H 2.993 3.618 1.032 0.0 0.0 0.0
H 0.342 3.619 1.310 -0.1 0.0 0.0
H -0.861 5.548 0.355 0.0 0.0 0.0
H -0.990 5.836 -2.097 0.0 0.0 0.0
H 0.060 4.179 -3.593 0.0 0.0 0.0
H 1.218 2.223 -2.650 0.0 0.0 0.0
H 5.452 0.446 -1.709 0.0 0.0 0.0
H 6.288 -1.879 -1.936 0.0 0.0 0.0
H 4.805 -3.778 -1.246 0.0 0.0 0.0
H 2.556 -3.241 -0.339 0.0 0.0 0.0
C -7.221 1.127 -0.078 0.0 0.0 0.0
C -5.862 0.927 0.524 0.0 0.0 0.0
C -4.876 1.910 0.408 0.0 0.0 0.0
C -3.620 1.732 0.956 0.0 0.0 -0.1
C -3.334 0.545 1.619 0.1 0.0 0.0
C -4.298 -0.449 1.749 0.0 0.0 0.0
C -5.556 -0.251 1.206 0.0 0.0 0.0
S -1.772 0.216 2.369 -0.1 -0.1 0.0
C -1.498 1.752 3.233 0.1 -0.1 0.0
O -0.662 0.234 1.297 0.1 0.4 0.1
H -7.401 2.173 -0.317 0.0 0.0 0.0
H -8.003 0.786 0.599 0.0 0.0 0.0
H -7.315 0.552 -1.001 0.0 0.0 0.0
H -5.099 2.829 -0.118 0.0 0.0 0.0
H -2.874 2.511 0.851 0.0 0.0 -0.1
H -4.071 -1.360 2.292 0.0 0.0 0.0
H -6.316 -1.014 1.321 0.0 0.0 0.0
H -1.518 2.575 2.523 0.0 0.0 0.0
H -0.533 1.687 3.731 0.0 0.0 0.0
H -2.301 1.855 3.963 0.0 0.0 0.0
N -1.437 0.088 -1.162 -0.1 0.1 -0.1
C -1.865 1.012 -1.775 0.0 0.0 -0.1
N -2.398 1.990 -2.315 -0.1 0.0 0.1
C -2.153 2.435 -3.547 -0.1 -0.2 0.0
N -1.985 2.869 -4.600 0.0 0.0 0.0

58
Properties=species:S:1:pos:R:3:forces:R:3 method="wB97M-V/def2-TZVPD" charge=0 energy_ha=-1246.05208
C 3.329 -4.095 0.077 -4.1 -5.3 -7.1
C 2.413 -3.051 -0.760 1.4 -4.4 2.9
C 0.967 -2.946 -0.409 5.6 -1.5 0.4
C 0.267 -2.153 -1.182 -2.1 1.4 -1.4
C 0.879 -1.377 -2.404 -0.4 -4.3 5.8
C 2.221 -1.612 -2.547 -1.2 0.7 -1.3
C 3.116 -2.537 -1.752 -12.6 4.4 0.7
H 3.910 -2.513 -2.197 9.6 -1.0 -3.5
C 2.626 -0.781 -3.761 3.3 -0.1 1.3
H 3.724 -0.361 -3.446 -2.4 -0.7 -1.6
H 1.884 0.023 -3.802 0.7 0.0 -0.6
H 2.617 -1.443 -4.664 0.4 0.9 0.5
H 0.259 -0.700 -2.904 -0.5 0.9 -0.8
N -1.178 -2.044 -0.798 8.9 3.0 -11.3
C -1.789 -2.334 0.158 0.8 -7.3 14.4
O -1.167 -3.061 1.281 -3.0 3.3 -5.0
C -3.060 -1.871 0.389 -9.4 -1.2 0.3
C -3.340 -1.399 1.846 -3.6 6.0 -6.0
H -3.329 -2.024 2.552 0.7 -5.5 5.1
C -2.468 -0.219 2.116 -4.9 1.1 -7.0
N -2.153 0.397 0.627 2.6 -2.8 10.2
C -0.904 0.480 0.361 0.7 3.6 -5.1
O -0.826 0.897 -0.869 2.5 -1.3 1.9
C 0.336 0.416 1.327 -1.0 4.0 -5.8
N 1.347 0.603 0.353 3.0 2.8 1.1
H 1.690 -0.140 -0.079 1.3 -4.2 -1.9
C 2.046 1.844 -0.296 -6.4 -0.7 10.9
C 1.109 3.049 0.417 6.9 -2.6 -3.9
C 1.550 4.168 -0.177 -5.4 5.9 4.7
C 0.967 5.438 0.331 -1.1 -3.2 0.4
C 0.007 5.353 1.414 4.2 2.2 -3.0
C -0.097 4.134 1.906 -3.9 -0.2 5.5
C 0.466 2.990 1.571 0.2 -2.8 -1.5
C 0.402 1.656 2.141 -5.0 -1.4 6.2
H 1.183 1.451 2.877 0.0 0.4 0.2
H -0.813 1.657 2.897 3.7 0.0 -1.8
H -0.757 4.137 2.785 0.2 -0.5 0.1
H -0.234 6.182 2.067 -0.7 0.3 -0.7
H 1.036 6.334 -0.195 0.8 1.5 -0.7
H 1.994 4.154 -1.042 2.9 0.1 -4.5
H 1.652 1.797 -1.133 -2.4 0.0 -8.6
H 3.006 1.713 -0.057 3.8 0.5 0.5
H 0.324 -0.548 1.651 0.5 -2.5 2.2
C -3.118 0.493 -0.213 -9.7 2.7 -3.0
C -3.821 -0.973 -0.674 11.9 2.6 2.9
H -3.403 -0.944 -1.618 0.1 -1.1 -2.2
H -4.726 -0.811 -0.565 -8.7 0.6 0.9
H -3.916 1.197 0.375 0.8 -1.9 -1.0
H -3.082 1.153 -1.086 1.2 -0.5 0.2
H -2.987 0.457 2.660 -1.2 2.5 1.7
H -1.637 -0.469 2.490 6.4 -1.8 2.8
H -4.526 -1.023 1.900 2.9 -0.8 -0.5
H -3.920 -2.651 0.272 2.3 -0.3 0.5
H -1.456 -1.349 -1.430 -1.7 1.1 -0.8
H 0.768 -3.571 0.464 -1.0 0.7 -0.6
H 2.763 -5.067 0.466 0.9 2.1 -1.0
H 3.628 -3.647 0.833 3.0 4.1 7.2
H 4.222 -4.460 -0.542 -1.4 0.6 0.8

21
Properties=species:S:1:pos:R:3:forces:R:3 method="wB97M-V/def2-TZVPD" charge=0 smiles=CC(C)CC1CC1 energy_ha=-275.08617
C 1.430 1.086 0.268 0.1 0.0 0.0
C 0.133 0.715 0.990 0.0 0.0 0.0
C -0.459 1.955 1.662 0.0 0.0 0.0
C -0.866 0.028 0.042 0.0 0.0 -0.1
C -0.425 -1.369 -0.355 0.0 0.0 0.1
C -0.835 -2.035 -1.640 -0.2 -0.1 -0.1
C 0.594 -1.623 -1.435 0.2 0.0 -0.1
H 1.222 1.801 -0.540 0.0 -0.1 0.1
H 2.141 1.559 0.955 -0.1 0.0 -0.1
H 1.915 0.211 -0.170 0.0 0.1 0.1
H 0.377 -0.009 1.782 0.0 0.1 -0.1
H 0.264 2.392 2.361 -0.1 -0.1 -0.1
H -0.707 2.726 0.921 0.0 -0.1 0.1
H -1.371 1.721 2.223 0.1 0.0 -0.1
H -1.845 -0.039 0.538 0.2 0.0 -0.1
H -1.018 0.654 -0.851 0.1 -0.1 0.1
H -0.359 -2.043 0.500 0.0 0.1 -0.1
H -1.070 -3.095 -1.617 0.0 0.2 0.0
H -1.420 -1.464 -2.356 0.1 0.0 0.2
H 0.956 -0.775 -2.010 -0.1 -0.1 0.1
H 1.342 -2.395 -1.270 -0.2 0.1 0.0